1.
The following is a DFT calculation (ωB97M-V/def2-TZVPD) of a molecular structure, C8H15NO3S2 in a non-equilibrium geometry.

Structure (XYZ):
```
29
Properties=species:S:1:pos:R:3:lowdin_charge:R:1
C -3.75588 0.30375 0.36191 -0.273
C 0.49170 -1.43555 -0.09946 -0.540
C 3.05673 -0.01818 -0.61628 -0.021
C 1.59329 1.97198 -0.47337 -0.047
C 2.05287 0.52742 1.55825 -0.030
C -1.39743 -2.75767 0.11083 0.042
C -2.80134 0.84311 -0.40812 -1.043
C 1.83173 0.58182 0.08442 -0.510
N -0.77342 -1.92129 -0.62416 0.054
O -4.57015 -0.73612 -0.08408 -0.082
O 1.26463 -2.15804 0.49709 0.101
O 0.62090 -0.16371 -0.39311 0.021
S -1.66936 2.15925 0.03272 0.735
S -2.47979 0.40779 -2.03120 0.778
H -4.13275 0.70837 1.33154 0.134
H 2.95686 -0.11873 -1.65643 0.082
H 3.95986 0.54484 -0.60339 0.087
H 3.32225 -0.95826 -0.29211 0.056
H 1.01697 1.83910 -1.40331 0.095
H 2.51181 2.41263 -0.74576 0.071
H 1.05452 2.63684 0.18038 0.051
H 2.29322 -0.48537 1.93389 0.091
H 2.84190 1.14223 1.94029 0.089
H 1.13673 0.76516 2.15767 0.103
H -0.91890 -3.38850 0.83968 0.088
H -2.43106 -2.99523 -0.22629 0.092
H -1.69835 -0.57340 -1.68587 -0.172
H -1.31998 1.90515 1.27282 -0.149
H -4.05754 -1.03938 -0.95857 0.098
```

Calculated values
Gap between HOMO and LUMO = 0.3065 Ha
Highest occupied orbital energy = -8.237 eV
LUMO level = 0.103 eV
ΔE to the lowest compared entry with this formula, charge and spin = 25.6 kJ/mol

---

2.
The following is a DFT calculation (ωB97M-V/def2-TZVPD) of 2 unconnected molecules or ions with the total composition C8H15NO5 in a non-equilibrium geometry.

Structure (XYZ):
```
29
Properties=species:S:1:pos:R:3:lowdin_charge:R:1
C 3.48368 -0.40901 1.16826 -0.012
C 2.88435 0.74407 1.49191 -0.183
N 1.69410 0.75385 2.28326 0.086
C 0.76176 1.58925 1.59436 -0.597
O 0.68104 2.72933 1.82200 0.183
O 0.05893 0.93380 0.65484 -0.019
C -1.35306 1.29734 0.66437 -0.108
C -2.13924 -0.02795 0.68751 -0.061
C -3.46556 0.10899 1.38067 -0.527
O -4.11178 1.08280 1.44061 0.161
O -3.92808 -1.06459 1.93409 0.072
H 3.67605 -1.16949 1.91886 0.053
H 3.78675 -0.62849 0.15228 0.044
H 3.28851 1.68994 1.15656 0.121
H 1.33232 -0.18639 2.36555 0.127
H -1.53648 1.75034 -0.30443 0.132
H -1.60493 1.95602 1.48692 0.130
H -1.53351 -0.74821 1.23406 0.130
H -2.31524 -0.37540 -0.32454 0.120
H -4.09379 -0.91818 2.87345 0.117
C 1.04756 -1.67785 -3.13659 -0.089
C -0.03162 -0.61470 -3.05279 -0.299
O -0.34918 -0.31562 -1.69496 -0.095
H 0.72367 -2.58933 -2.63264 0.076
H 1.28474 -1.91528 -4.17487 0.074
H 1.96041 -1.34080 -2.63905 0.069
H -0.94672 -0.96099 -3.53192 0.113
H 0.29260 0.30385 -3.55276 0.111
H 0.45272 0.00272 -1.26502 0.071
```

Calculated values
Gap between HOMO and LUMO = 0.3313 Ha
Highest occupied orbital energy = -8.498 eV
SMILES = C=CNC(=O)OCCC(=O)O.CCO
LUMO level = 0.518 eV
ΔE to the lowest compared entry with this formula, charge and spin = 146.6 kJ/mol

---

3.
The following is a DFT calculation (ωB97M-V/def2-TZVPD) of 2 unconnected molecules or ions with the total composition C8H15NO6 in a non-equilibrium geometry.

Structure (XYZ):
```
30
Properties=species:S:1:pos:R:3:lowdin_charge:R:1
C -1.01839 -1.96071 2.76484 -0.064
C -1.20243 -2.31851 1.20516 -0.389
O -1.85190 -1.20044 0.55483 -0.096
C 0.16957 -2.66977 0.46816 -0.145
N 1.07752 -1.48436 0.46314 0.047
C 2.18454 -1.60879 1.39766 -0.452
O 2.09547 -1.59624 2.63605 0.073
O 3.51772 -1.71233 0.86207 0.042
H -2.02755 -2.15911 3.25882 0.084
H -0.62827 -0.90387 2.94149 0.086
H -0.20856 -2.67798 3.15884 0.083
H -1.92621 -3.19788 1.16223 0.145
H -1.31605 -0.41979 0.83165 0.081
H -0.07874 -2.91396 -0.62947 0.135
H 0.63694 -3.61099 0.92506 0.140
H 1.38470 -1.22868 -0.48251 0.112
H 3.52197 -1.01642 0.15667 0.102
C -1.52365 3.28685 -0.77742 -0.016
C -0.29705 3.03347 -1.62686 -0.342
C -0.51105 2.01244 -2.70559 -0.104
O 0.79368 1.46810 -2.87530 0.068
C 1.44254 1.62492 -1.68903 -0.536
O 2.49188 1.10890 -1.41552 0.140
O 0.74439 2.44076 -0.85267 0.090
H -1.32157 4.07639 -0.04943 0.089
H -2.37542 3.58987 -1.39008 0.094
H -1.79552 2.39664 -0.20408 0.087
H 0.07924 3.97664 -2.03768 0.161
H -0.86647 2.45937 -3.63539 0.143
H -1.19132 1.20543 -2.41564 0.143
```

Calculated values
Gap between HOMO and LUMO = 0.3841 Ha
Highest occupied orbital energy = -9.933 eV
SMILES = C[C@@H](O)CNC(=O)O.C[C@@H]1COC(=O)O1
LUMO level = 0.518 eV
ΔE to the lowest compared entry with this formula, charge and spin = 7.7 kJ/mol

---

4.
The following is a DFT calculation (ωB97M-V/def2-TZVPD) of 2 unconnected molecules or ions with the total composition C8H15NSi in a non-equilibrium geometry.

Structure (XYZ):
```
25
Properties=species:S:1:pos:R:3:lowdin_charge:R:1
C -4.15971 0.59555 -1.07315 -0.057
C 0.30845 2.37377 -1.02886 -0.102
C -0.51765 -2.12480 -1.15139 -0.077
C -3.84097 1.18609 0.11770 -0.044
C 0.82472 1.74729 0.01468 -0.298
C -0.37418 -0.85742 -0.65773 -0.244
C 3.37666 -0.09326 1.63700 -0.110
C 2.41285 -2.15523 1.22006 -0.090
N 2.24804 -0.82484 1.06728 -0.370
Si 1.28868 -0.06763 -0.17618 0.741
H -3.46870 0.38976 -1.84014 0.015
H -5.12619 0.22803 -1.36906 0.035
H -0.01232 3.48543 -1.05241 0.097
H 0.31600 1.86300 -1.90082 -0.006
H -1.41138 -2.66137 -1.41486 0.040
H 0.20604 -2.87230 -1.20217 0.011
H -2.86450 1.56933 0.27271 0.018
H 0.94568 2.30681 0.87161 0.016
H -1.22836 -0.14141 -0.82794 0.036
H 2.93294 0.92407 1.58820 0.069
H 3.62971 -0.50639 2.60873 0.089
H 4.19011 -0.15503 0.91499 0.086
H 3.31260 -2.73695 1.49278 0.074
H -4.58277 1.34919 0.86493 0.032
H 1.59424 -2.82171 1.02405 0.038
```

Calculated values
Gap between HOMO and LUMO (spin up / spin down) = 0.2625 / 0.2348 Ha
Highest occupied orbital energy (spin up / spin down) = -6.478 / -6.594 eV
LUMO level (spin up / spin down) = 0.664 / -0.205 eV
ΔE to the lowest compared entry with this formula, charge and spin = 605.0 kJ/mol

---

5.
The following is a DFT calculation (ωB97M-V/def2-TZVPD) of 2 unconnected molecules or ions with the total composition C8H15O5 in a non-equilibrium geometry.

Structure (XYZ):
```
28
Properties=species:S:1:pos:R:3:lowdin_charge:R:1
C 0.57325 -0.87960 -0.63521 0.069
C -0.23132 0.64157 -2.31084 -0.107
C 0.76584 2.67672 -1.58628 -0.087
C 1.06985 2.82811 -0.03897 -0.155
C -1.21641 -3.14465 0.06863 -0.147
C -0.75796 -2.37234 1.27031 -0.080
C -0.03900 -0.17091 1.82869 -0.160
C 0.03906 1.26566 1.53117 -0.151
O 1.56545 -1.09981 -0.13385 0.216
O -0.33538 1.79577 -1.76319 -0.085
O -0.37079 -2.97591 -1.06737 0.029
O -0.73737 -0.95783 0.85170 -0.106
O 1.06906 1.59613 0.58012 -0.129
H 0.65961 0.36877 -2.73736 0.054
H -1.07440 -0.07246 -2.41350 0.105
H 0.52393 3.58965 -1.97321 0.099
H 1.65818 2.27205 -2.13536 0.151
H 1.99686 3.29707 0.08201 0.110
H 0.28134 3.58535 0.34224 0.166
H -2.24634 -2.84651 -0.03196 0.144
H -1.12370 -4.13473 0.35494 0.121
H 0.24577 -2.67893 1.50461 0.144
H -1.38227 -2.37720 2.07832 0.124
H -0.55202 -0.24500 2.86825 0.194
H 1.05677 -0.40752 1.81473 0.153
H 0.23553 1.72612 2.43759 0.125
H -0.87021 1.51312 1.05741 0.133
H -0.80335 -2.79266 -1.84363 0.072
```

Calculated values
Total charge = +1
Gap between HOMO and LUMO (spin up / spin down) = 0.2692 / 0.2087 Ha
Highest occupied orbital energy (spin up / spin down) = -9.993 / -13.711 eV
LUMO level (spin up / spin down) = -2.667 / -8.031 eV
2S+1 = 3

---

6.
The following is a DFT calculation (ωB97M-V/def2-TZVPD) of a molecular structure, C8H15O5Yb in a non-equilibrium geometry.

Structure (XYZ):
```
29
Properties=species:S:1:pos:R:3:lowdin_charge:R:1
C 2.66540 2.90275 -0.59322 0.262
O 2.98983 1.93775 0.10767 0.072
C 2.39393 1.69200 1.43050 -0.030
C 2.32820 0.20480 1.64743 -0.119
O 1.36266 -0.41584 0.79038 -0.316
C 1.86808 -1.28429 -0.23001 -0.124
C 1.09464 -1.08686 -1.51367 -0.112
O 1.17806 -1.78129 -2.46820 0.223
H 1.86401 3.58720 -0.28091 0.163
H 3.15036 2.97859 -1.57262 0.173
H 1.40778 2.17149 1.45301 0.146
H 3.07555 2.15347 2.15436 0.182
H 3.30708 -0.26875 1.50641 0.169
H 2.02051 0.03912 2.68712 0.160
H 1.79413 -2.32938 0.10488 0.170
H 2.91789 -1.04436 -0.44610 0.163
O -1.77723 -2.01984 -0.12662 -0.322
C -2.65223 -1.61383 -1.13044 -0.261
C -3.20601 -0.21620 -0.85468 -0.140
O -2.13407 0.64975 -0.41065 -0.356
C -1.42669 1.32186 -1.44448 -0.058
Yb -0.98460 -0.62272 1.12312 2.029
H -3.51647 -2.29250 -1.24921 0.158
H -2.12360 -1.59487 -2.10537 0.141
H -3.92517 -0.24353 -0.02378 0.147
H -3.68893 0.23352 -1.73271 0.159
H -2.20007 1.84237 -2.02811 0.133
H -0.78882 2.18758 -1.23375 0.080
H -0.52710 0.58478 -1.77739 0.109
```

Calculated values
Total charge = +3
Gap between HOMO and LUMO (spin up / spin down) = 0.2414 / 0.2553 Ha
Highest occupied orbital energy (spin up / spin down) = -18.974 / -20.556 eV
LUMO level (spin up / spin down) = -12.406 / -13.610 eV
2S+1 = 3